# 1
{
  "formula": "C5H12Si",
  "method": "ωB97M-V/def2-TZVPD",
  "symbols": ["C", "C", "C", "C", "C", "Si", "H", "H", "H", "H", "H", "H", "H", "H", "H", "H", "H", "H"],
  "positions_angstrom": [[1.69, -3.35, 1.32], [1.34, -2.71, 0.22], [1.80, -1.34, -0.15], [-1.22, 3.22, 0.62], [-2.03, 1.40, -1.47], [-0.41, 2.19, -0.78], [1.33, -4.34, 1.54], [2.34, -2.91, 2.05], [0.68, -3.18, -0.49], [2.44, -0.92, 0.62], [0.95, -0.69, -0.30], [2.36, -1.37, -1.09], [-1.57, 2.55, 1.41], [-0.53, 3.92, 1.09], [-2.08, 3.79, 0.27], [-2.57, 2.12, -2.08], [-1.83, 0.54, -2.10], [-2.70, 1.09, -0.67]],
  "lowdin_charge": [-0.021, -0.251, -0.123, -0.364, -0.359, 0.728, 0.045, 0.051, 0.090, 0.072, 0.024, 0.075, 0.013, -0.008, 0.013, 0.011, -0.009, 0.013],
  "spin_multiplicity": 1,
  "relative_energy_ev": 1.891,
  "total_charge": 0,
  "lumo_ev": -0.32,
  "homo_energy_ev": -8.13
}


# 2
{
  "formula": "CH8N4P",
  "method": "ωB97M-V/def2-TZVPD",
  "symbols": ["N", "N", "N", "C", "N", "P", "H", "H", "H", "H", "H", "H", "H", "H"],
  "positions_angstrom": [[2.29, 0.96, -0.44], [1.30, 0.09, -0.14], [0.46, 0.49, 0.70], [-0.76, -0.30, 0.71], [-0.52, -1.51, -0.16], [-2.16, 0.65, -0.16], [2.17, 1.86, 0.04], [3.12, 0.56, -1.00], [-1.10, -0.46, 1.79], [0.34, -1.17, -0.59], [-1.37, -1.83, -0.71], [-0.37, -2.31, 0.49], [-1.91, 1.84, 0.63], [-1.49, 1.13, -1.17]],
  "lowdin_charge": [0.077, -0.138, -0.023, -0.578, 0.130, 0.880, 0.119, 0.169, 0.141, 0.084, 0.169, 0.179, -0.052, -0.156],
  "spin_multiplicity": 1,
  "relative_energy_ev": 4.017,
  "total_charge": 1,
  "lumo_ev": -3.60,
  "smiles": "N/N=N/[C@H]([NH3+])P",
  "homo_energy_ev": -13.50
}


# 3
{
  "formula": "C47H87BrN5O12P2S2",
  "method": "ωB97M-V/def2-TZVPD",
  "symbols": ["C", "C", "C", "O", "C", "N", "P", "O", "Br", "C", "C", "C", "N", "C", "C", "N", "C", "C", "C", "S", "C", "S", "N", "C", "C", "O", "C", "C", "C", "C", "C", "C", "C", "N", "C", "C", "C", "C", "P", "O", "O", "H", "H", "H", "H", "H", "H", "H", "H", "H", "H", "H", "H", "H", "H", "H", "H", "H", "H", "H", "H", "H", "H", "H", "H", "H", "H", "H", "H", "H", "H", "H", "H", "H", "H", "H", "H", "H", "H", "H", "H", "H", "H", "H", "H", "H", "C", "C", "O", "C", "H", "H", "H", "H", "H", "H", "C", "C", "O", "C", "H", "H", "H", "H", "H", "H", "C", "C", "O", "C", "H", "H", "H", "H", "H", "H", "C", "C", "O", "C", "H", "H", "H", "H", "H", "H", "C", "C", "O", "C", "H", "H", "H", "H", "H", "H", "C", "C", "O", "C", "H", "H", "H", "H", "H", "H", "C", "C", "O", "C", "H", "H", "H", "H", "H", "H"],
  "positions_angstrom": [[-6.95, -0.09, 6.76], [-5.40, 0.50, 6.56], [-5.17, 0.73, 4.93], [-3.84, 0.33, 4.45], [-3.53, 0.96, 3.13], [-4.11, 0.41, 2.02], [-5.23, -1.02, 1.90], [-4.29, -2.23, 1.03], [-7.05, -0.37, 0.64], [-3.63, 1.28, 0.83], [-3.40, 0.49, -0.62], [-3.44, 1.53, -1.88], [-4.72, 1.87, -2.35], [-2.47, 2.40, 1.28], [-2.89, 3.97, 0.86], [-4.33, 4.32, 1.11], [-1.01, 2.35, 0.52], [-0.24, 0.91, 0.54], [0.32, 0.63, -1.01], [0.94, -1.11, -1.28], [-0.27, -1.97, -2.48], [-0.77, -1.09, -3.85], [-0.66, -3.39, -2.14], [-0.88, -4.26, -3.36], [-1.58, -5.66, -2.79], [-3.00, -5.37, -2.53], [-3.19, -4.12, -1.78], [-1.82, -3.46, -1.17], [-2.49, 2.26, 2.95], [-1.16, 1.62, 3.70], [0.15, 2.60, 3.70], [0.86, 2.71, 5.21], [2.50, 2.46, 5.05], [2.90, 1.01, 5.23], [3.59, 0.19, 4.14], [3.77, -1.32, 4.78], [3.14, -1.24, 6.32], [2.61, 0.30, 6.55], [-2.79, 3.82, 4.01], [-4.48, 4.23, 4.17], [-2.18, 3.70, 5.63], [-7.09, -1.00, 6.00], [-7.14, -0.54, 7.83], [-7.76, 0.71, 6.44], [-4.59, -0.18, 7.05], [-5.42, 1.56, 7.09], [-5.41, 1.86, 4.73], [-6.07, 0.12, 4.42], [-3.50, -2.45, 1.62], [-4.68, 1.79, 0.57], [-4.36, -0.20, -0.73], [-2.49, -0.24, -0.61], [-2.54, 2.05, -2.41], [-5.45, 1.37, -1.79], [-2.19, 4.77, 1.35], [-2.72, 4.09, -0.32], [-4.88, 4.21, 0.22], [-4.42, 5.31, 1.49], [-1.09, 2.68, -0.62], [-0.33, 3.19, 1.02], [0.74, 0.87, 1.22], [-0.96, 0.08, 0.92], [1.17, 1.45, -1.19], [-0.60, 0.86, -1.72], [-1.65, -3.82, -4.13], [0.16, -4.54, -3.82], [-1.02, -6.05, -1.82], [-1.52, -6.50, -3.62], [-3.72, -3.28, -2.43], [-3.93, -4.31, -0.86], [-1.41, -4.03, -0.20], [-2.10, -2.38, -0.80], [-1.38, 1.35, 4.84], [-0.97, 0.55, 3.19], [-0.01, 3.66, 3.23], [0.97, 2.06, 3.03], [0.38, 1.94, 5.98], [0.74, 3.78, 5.69], [3.13, 3.09, 5.81], [2.88, 2.77, 3.96], [3.94, 0.54, 3.06], [4.27, -2.28, 4.30], [3.07, -2.09, 7.14], [2.10, 0.81, 7.49], [-4.51, 4.85, 4.96], [-2.56, 2.83, 5.97], [0.55, 5.26, -4.08], [1.02, 3.93, -3.57], [0.57, 3.44, -2.53], [2.07, 3.21, -4.37], [-0.21, 5.66, -3.40], [1.38, 5.96, -4.12], [0.10, 5.14, -5.07], [2.98, 3.82, -4.43], [1.69, 3.00, -5.38], [2.32, 2.26, -3.88], [-9.20, -4.11, -1.22], [-9.02, -4.48, 0.23], [-9.97, -4.85, 0.92], [-7.64, -4.38, 0.81], [-10.25, -4.23, -1.50], [-8.91, -3.07, -1.37], [-8.59, -4.77, -1.84], [-7.28, -3.35, 0.75], [-6.96, -5.05, 0.27], [-7.66, -4.68, 1.86], [4.89, 6.36, -7.07], [5.06, 5.99, -5.62], [4.11, 5.62, -4.94], [6.45, 6.09, -5.04], [3.84, 6.24, -7.35], [5.18, 7.40, -7.22], [5.49, 5.70, -7.70], [6.81, 7.12, -5.10], [7.13, 5.42, -5.58], [6.43, 5.79, -3.99], [0.24, -10.05, -3.30], [-0.58, -9.36, -4.35], [-0.32, -8.22, -4.73], [-1.75, -10.13, -4.92], [1.05, -9.38, -2.98], [-0.38, -10.29, -2.43], [0.69, -10.96, -3.71], [-2.46, -10.37, -4.13], [-1.39, -11.04, -5.41], [-2.26, -9.51, -5.67], [8.98, 7.98, -2.51], [9.68, 7.33, -3.68], [9.12, 6.48, -4.37], [11.09, 7.78, -3.97], [7.97, 7.56, -2.43], [9.52, 7.77, -1.59], [8.90, 9.06, -2.67], [11.73, 7.56, -3.11], [11.11, 8.84, -4.19], [11.47, 7.23, -4.83], [6.80, 7.35, 2.19], [7.64, 6.83, 1.05], [7.82, 7.50, 0.04], [8.23, 5.46, 1.19], [6.43, 8.35, 1.95], [5.94, 6.69, 2.35], [7.41, 7.41, 3.10], [7.44, 4.71, 1.31], [8.90, 5.43, 2.06], [8.81, 5.21, 0.29], [2.27, -13.87, -0.81], [0.87, -13.32, -0.84], [0.41, -12.78, -1.85], [0.05, -13.44, 0.42], [2.74, -13.71, -1.78], [2.86, -13.36, -0.05], [2.24, -14.95, -0.61], [0.54, -12.91, 1.24], [-0.08, -14.50, 0.67], [-0.94, -13.00, 0.25]],
  "lowdin_charge": [-0.137, -0.191, -0.210, -0.120, -0.093, -0.162, 0.722, -0.376, 0.320, -0.179, -0.124, -0.141, 0.061, -0.231, -0.247, -0.034, -0.139, -0.241, -0.499, 0.785, -0.946, 0.608, -0.220, -0.158, -0.145, -0.204, -0.166, -0.171, -0.327, -0.170, -0.193, -0.158, -0.182, -0.208, -0.054, -0.073, -0.076, -0.063, 0.995, -0.332, -0.296, 0.082, 0.086, 0.095, 0.118, 0.114, 0.125, 0.100, 0.082, 0.134, 0.081, 0.081, 0.120, 0.016, 0.123, 0.134, 0.079, 0.096, 0.104, 0.135, 0.112, 0.092, 0.101, 0.043, 0.119, 0.146, 0.142, 0.123, 0.139, 0.125, 0.138, 0.092, 0.115, 0.138, 0.109, 0.098, 0.108, 0.117, 0.127, 0.130, 0.111, 0.076, 0.077, 0.115, 0.081, 0.072, -0.016, -0.467, 0.010, -0.010, 0.080, 0.082, 0.091, 0.058, 0.095, 0.083, -0.022, -0.490, 0.058, -0.032, 0.089, 0.076, 0.089, 0.017, 0.088, 0.088, -0.021, -0.469, 0.021, -0.040, 0.083, 0.088, 0.089, 0.086, 0.090, 0.085, -0.033, -0.486, 0.022, -0.022, 0.085, 0.080, 0.082, 0.087, 0.089, 0.084, -0.034, -0.473, 0.029, -0.025, 0.071, 0.076, 0.093, 0.086, 0.087, 0.084, -0.025, -0.473, 0.039, -0.020, 0.086, 0.084, 0.088, 0.086, 0.088, 0.086, -0.024, -0.482, 0.037, -0.026, 0.086, 0.087, 0.088, 0.086, 0.088, 0.084],
  "spin_multiplicity": 1,
  "total_charge": 1,
  "lumo_ev": -4.15,
  "homo_energy_ev": -9.63
}


# 4
{
  "formula": "C32H40F6N6O4",
  "method": "ωB97M-V/def2-TZVPD",
  "symbols": ["C", "C", "O", "C", "O", "C", "F", "F", "F", "H", "H", "H", "H", "H", "C", "C", "O", "C", "O", "C", "F", "F", "F", "H", "H", "H", "H", "H", "C", "C", "C", "N", "C", "H", "H", "H", "H", "H", "C", "C", "C", "N", "C", "H", "H", "H", "H", "H", "C", "C", "C", "N", "C", "H", "H", "H", "H", "H", "C", "C", "C", "N", "C", "H", "H", "H", "H", "H", "C", "C", "C", "N", "C", "H", "H", "H", "H", "H", "C", "C", "C", "N", "C", "H", "H", "H", "H", "H"],
  "positions_angstrom": [[-3.41, 0.67, 5.26], [-3.96, 0.48, 6.73], [-3.02, 1.02, 7.70], [-1.93, 0.32, 8.08], [-1.63, -0.78, 7.58], [-1.08, 1.06, 9.27], [-1.17, 2.35, 9.13], [-1.56, 0.68, 10.48], [0.19, 0.65, 9.26], [-3.17, 1.72, 5.06], [-4.20, 0.39, 4.55], [-2.49, 0.11, 5.14], [-4.16, -0.58, 6.83], [-4.90, 1.04, 6.78], [-0.12, -2.22, -1.25], [-1.40, -1.60, -0.69], [-1.05, -0.38, -0.06], [-1.59, -0.02, 1.07], [-2.77, -0.28, 1.39], [-0.82, 0.88, 1.94], [-0.45, 0.19, 2.98], [0.29, 1.34, 1.23], [-1.64, 1.91, 2.43], [0.51, -2.26, -0.37], [0.38, -1.67, -2.06], [-0.27, -3.21, -1.68], [-1.97, -2.31, -0.09], [-2.26, -1.34, -1.30], [-0.28, 3.80, -1.87], [-1.59, 3.18, -1.68], [-2.53, 3.95, -2.30], [-1.87, 4.91, -2.96], [-0.51, 4.83, -2.69], [0.64, 3.41, -1.46], [-1.65, 2.21, -1.22], [-3.58, 3.74, -2.40], [-2.33, 5.64, -3.48], [0.10, 5.60, -3.15], [1.66, -3.01, -5.61], [2.56, -2.24, -6.38], [3.36, -1.54, -5.49], [3.01, -1.92, -4.25], [1.99, -2.86, -4.32], [0.97, -3.68, -6.09], [2.69, -2.30, -7.45], [4.21, -0.90, -5.63], [3.31, -1.39, -3.45], [1.57, -3.18, -3.37], [-2.32, -5.17, -0.01], [-1.18, -5.31, 0.72], [-0.53, -6.43, 0.24], [-1.39, -7.07, -0.62], [-2.45, -6.25, -0.84], [-3.05, -4.36, -0.03], [-0.87, -4.57, 1.43], [0.43, -6.83, 0.52], [-1.16, -7.85, -1.21], [-3.18, -6.42, -1.61], [4.55, 0.90, -1.56], [3.43, 0.14, -1.86], [2.64, 0.87, -2.75], [3.32, 1.99, -3.07], [4.52, 1.98, -2.41], [5.43, 0.54, -1.05], [3.15, -0.80, -1.41], [1.63, 0.88, -3.13], [3.07, 2.66, -3.78], [5.21, 2.72, -2.80], [2.10, 2.89, 4.39], [2.88, 3.76, 5.13], [3.86, 4.24, 4.27], [3.81, 3.56, 3.07], [2.65, 2.81, 3.09], [1.21, 2.47, 4.85], [2.67, 4.05, 6.15], [4.55, 5.07, 4.32], [4.43, 3.78, 2.30], [2.31, 2.25, 2.23], [-0.94, 0.76, -4.33], [-2.25, 0.43, -4.03], [-2.30, -0.87, -4.33], [-1.09, -1.37, -4.74], [-0.29, -0.29, -4.95], [-0.59, 1.76, -4.14], [-3.08, 1.06, -3.75], [-3.03, -1.65, -4.15], [-0.99, -2.33, -5.05], [0.75, -0.42, -5.22]],
  "lowdin_charge": [-0.054, -0.165, -0.001, -0.285, 0.094, -0.539, 0.197, 0.142, 0.164, 0.072, 0.079, 0.064, 0.119, 0.117, -0.036, -0.196, 0.036, -0.381, 0.126, -0.492, 0.208, 0.114, 0.119, 0.086, 0.052, 0.072, 0.101, 0.121, -0.100, -0.102, -0.159, 0.001, -0.154, 0.091, 0.082, 0.113, 0.148, 0.105, -0.152, -0.110, -0.146, 0.024, -0.139, 0.098, 0.093, 0.114, 0.090, 0.097, -0.149, -0.133, -0.125, 0.011, -0.146, 0.096, 0.101, 0.106, 0.151, 0.108, -0.106, -0.142, -0.141, 0.014, -0.128, 0.098, 0.097, 0.098, 0.154, 0.107, -0.119, -0.127, -0.146, 0.010, -0.120, 0.089, 0.093, 0.098, 0.144, 0.082, -0.128, -0.114, -0.180, 0.031, -0.126, 0.083, 0.102, 0.110, 0.135, 0.087],
  "spin_multiplicity": 1,
  "total_charge": 0,
  "lumo_ev": 0.51,
  "smiles": "CCOC(=O)C(F)(F)F.CCOC(=O)C(F)(F)F.c1cc[nH]c1.c1cc[nH]c1.c1cc[nH]c1.c1cc[nH]c1.c1cc[nH]c1.c1cc[nH]c1",
  "homo_energy_ev": -7.76
}


Electronic energy
In order: -487.1064; -602.9219; -7071.9115; -2471.9181
Unit: hartree